(1)
This record from the OMol25 dataset describes 2 unconnected molecules or ions with the total composition C2H4ClFO2. The level of theory is ωB97M-V/def2-TZVPD.

Structure (XYZ):
```
10
Properties=species:S:1:pos:R:3:lowdin_charge:R:1
O 0.2630 2.1442 0.9363 0.078
C 0.1719 1.0214 0.5410 -0.293
C 1.2159 0.3772 -0.3707 -0.671
F 0.6581 -0.4764 -1.2545 -0.029
Cl 2.2415 -0.5525 0.7653 0.663
H -0.6431 0.3271 0.8147 0.102
H 1.8453 1.0927 -0.9057 0.119
O -1.8579 -1.2014 0.1872 -0.057
H -2.6515 -1.0559 -0.3311 0.050
H -1.2432 -1.6763 -0.3825 0.039
```

Output
HOMO level   -10.199 eV
DFT total energy   -21473.0690 eV
SMILES   O=C[C@H](F)Cl.O
Frontier orbital gap   0.3933 Eh
LUMO   0.50 eV
Strongest force on any atom   0.0193 hartree/bohr

=====

(2)
This record from the OMol25 dataset describes a molecular structure, C13H15AuN4S. The level of theory is ωB97M-V/def2-TZVPD.

Structure (XYZ):
```
34
Properties=species:S:1:pos:R:3:lowdin_charge:R:1
Au -1.0408 0.5627 -0.3542 0.657
N 1.5735 1.6187 0.5141 0.181
C 2.5156 0.4957 0.2114 -0.144
C 3.5931 0.5635 -0.6331 0.018
C 4.3183 -0.6170 -0.7783 -0.020
C 3.9408 -1.7821 -0.1151 -0.021
C 2.8174 -1.8220 0.6983 0.029
C 2.0813 -0.6564 0.8600 -0.114
C 0.8147 -0.3828 1.5284 -0.131
C 0.0762 -1.1089 2.4571 0.019
C -0.9552 -0.4702 3.1348 -0.022
C -1.2886 0.8717 2.8864 -0.051
C -0.5752 1.6195 1.9617 -0.049
C 0.4354 0.9483 1.2283 -0.336
H 1.2786 2.1267 -0.3200 0.175
H 2.0520 2.2874 1.1249 0.209
H 3.8920 1.4697 -1.1452 0.133
H 5.1880 -0.6233 -1.4215 0.128
H 4.5326 -2.6777 -0.2502 0.127
H 2.5247 -2.7413 1.1877 0.131
H 0.3522 -2.1267 2.7015 0.135
H -1.4969 -1.0088 3.9016 0.128
H -2.0792 1.3430 3.4546 0.126
H -0.7607 2.6760 1.8072 0.130
N -3.3857 -0.2797 -0.6505 -0.012
N -3.7223 -0.2342 -2.0009 -0.062
C -2.8914 0.2190 -2.9627 -0.802
N -3.3420 0.1439 -4.2076 0.135
S -1.3269 0.8385 -2.7047 0.649
H -3.4455 -1.2370 -0.3196 0.115
H -4.0272 0.3000 -0.1196 0.115
H -4.6339 -0.5731 -2.2720 0.167
H -4.2594 -0.2035 -4.4405 0.136
H -2.7554 0.4601 -4.9622 0.120
```

Output
HOMO level   -15.029 eV
DFT total energy   -34197.4755 eV
Total charge   +2
Frontier orbital gap   0.3044 Eh
LUMO   -6.75 eV
Strongest force on any atom   0.0124 hartree/bohr

=====

(3)
This record from the OMol25 dataset describes a gas-phase ion, C4H11N2O (charge -2). The level of theory is ωB97M-V/def2-TZVPD.

Structure (XYZ):
```
18
Properties=species:S:1:pos:R:3:lowdin_charge:R:1
C 0.0579 1.1106 0.8188 -0.501
C -0.7395 -0.1153 1.2836 -0.239
C -1.8878 -0.5105 0.3430 -0.551
O -1.5161 -0.9628 -0.8772 -0.387
N 0.5818 0.9183 -0.4927 -0.092
C 1.7401 0.1794 -0.8255 -0.588
N 1.4294 -1.2146 -1.2627 -0.023
H 0.9178 1.2429 1.4802 -0.001
H -0.5608 2.0083 0.7865 0.032
H -1.2973 0.2109 2.1858 0.064
H -0.0865 -0.9610 1.5624 0.093
H -2.5810 0.3787 0.3182 0.065
H -2.5487 -1.2583 0.8240 0.052
H -0.1116 0.7338 -1.1668 0.064
H 2.4619 0.1818 -0.0031 0.012
H 2.2494 0.6366 -1.6899 0.001
H 0.4509 -1.3747 -1.0176 0.004
H 1.4401 -1.2040 -2.2669 -0.005
```

Output
HOMO level (alpha / beta)   4.537 / 0.333 eV
2S+1   2
DFT total energy   -9348.8463 eV
Total charge   -2
Frontier orbital gap (alpha / beta)   0.0978 / 0.2498 Eh
LUMO (alpha / beta)   7.20 / 7.13 eV
Strongest force on any atom   0.0410 hartree/bohr

=====

(4)
This record from the OMol25 dataset describes a molecular structure, C19H27N2Ti. The level of theory is ωB97M-V/def2-TZVPD.

Structure (XYZ):
```
49
Properties=species:S:1:pos:R:3:lowdin_charge:R:1
C -0.5802 0.8949 -2.2837 -0.450
C -0.1078 2.3243 -2.3335 -0.113
C 0.1233 0.0208 -3.3085 -0.102
C -2.0803 0.8441 -2.4547 -0.118
H -0.4349 0.0871 -4.2593 0.095
H 0.1693 -1.0435 -3.0578 0.063
H 1.1480 0.3461 -3.5183 0.071
H -0.2023 2.6817 -3.3745 0.101
H 0.9347 2.4864 -2.0542 0.048
H -0.7151 2.9779 -1.6976 0.085
H -2.3691 1.5520 -3.2512 0.098
H -2.6374 1.1551 -1.5632 0.055
H -2.4433 -0.1440 -2.7567 0.079
C 1.9885 -0.5389 1.1291 -0.161
C 2.2478 -0.7037 -0.2663 -0.118
C 2.1826 0.5750 -0.8809 -0.114
H 2.6501 -1.5925 -0.7377 0.127
C 1.8707 1.5379 0.1223 -0.139
C 1.7560 0.8509 1.3723 -0.169
H 1.7665 1.3108 2.3525 0.114
H 2.1786 -1.2650 1.9067 0.122
H 2.4949 0.8025 -1.8931 0.116
H 1.8857 2.6134 -0.0109 0.118
C -1.6337 -1.2529 1.2985 -0.153
C -0.4400 -2.0199 1.2546 -0.138
C -0.2036 -2.3919 -0.1074 -0.114
H 0.0611 -2.3818 2.1411 0.126
C -1.2395 -1.8361 -0.9096 -0.123
C -2.1209 -1.1124 -0.0498 -0.171
H -3.0872 -0.7350 -0.3521 0.103
H -2.1659 -1.0002 2.2041 0.121
H 0.5150 -3.1229 -0.4535 0.130
H -1.4663 -2.0630 -1.9436 0.123
Ti -0.1190 -0.0385 0.1255 0.953
C -0.7738 3.5851 4.2677 0.000
C -1.2859 2.8221 3.1160 -0.264
C -2.5761 2.3383 2.9367 0.029
C -2.5595 1.5410 1.7967 -0.300
N -1.2742 1.4528 1.3036 0.019
N -0.5645 2.3345 2.0927 0.047
C -3.8241 0.9583 1.3189 -0.030
H -1.3681 4.4964 4.3925 0.100
H -0.9239 2.9875 5.1714 0.101
H 0.2762 3.8626 4.1775 0.088
H -3.4391 2.5259 3.5656 0.133
H 0.3679 2.6647 1.8382 0.140
H -3.9249 -0.1151 1.5135 0.084
H -4.5976 1.4395 1.9352 0.098
H -4.0405 1.1781 0.2730 0.088
```

Output
HOMO level (alpha / beta)   -10.592 / -10.593 eV
DFT total energy   -46229.5297 eV
Total charge   +1
Frontier orbital gap (alpha / beta)   0.2615 / 0.2619 Eh
LUMO (alpha / beta)   -3.48 / -3.47 eV
Strongest force on any atom   0.0543 hartree/bohr

=====

(5)
This record from the OMol25 dataset describes a molecular structure, C30H24NP2Se2Te3W. The level of theory is ωB97M-V/def2-TZVPD.

Structure (XYZ):
```
63
Properties=species:S:1:pos:R:3:lowdin_charge:R:1
W 0.4458 -0.9798 1.7524 0.118
Te -0.6435 1.6402 -0.2734 1.501
C -0.4534 3.4513 0.9456 -0.474
C -0.8205 3.5849 2.3078 -0.155
C -0.6417 4.8320 2.8763 -0.080
N -0.0712 5.8441 2.1794 0.102
C 0.2551 5.7156 0.9347 -0.135
C 0.0537 4.5509 0.2401 -0.114
C 1.0690 0.7741 0.5806 -1.398
P 2.4529 -0.1591 -0.0998 0.743
C 2.4779 -0.0986 -1.8774 -0.378
C 3.5710 0.2370 -2.6683 -0.032
C 3.4708 0.2392 -4.0799 -0.025
C 2.2853 -0.0480 -4.6984 -0.008
C 1.1714 -0.3783 -3.8881 -0.037
C 1.2285 -0.3861 -2.5151 -0.147
C 4.0746 -0.0966 0.7084 -0.422
C 4.7350 -1.2867 1.0559 -0.168
C 5.8236 -1.2610 1.8993 -0.034
C 6.2930 -0.0288 2.3710 0.000
C 5.7403 1.1239 1.8445 -0.045
C 4.6632 1.1206 0.9956 -0.107
P -1.9825 -1.1612 0.9172 0.534
C -2.7102 -2.7342 0.5921 -0.539
C -4.0493 -2.8954 0.9515 -0.112
C -4.6678 -4.0886 0.6412 -0.031
C -4.0107 -5.1315 -0.0332 -0.017
C -2.6473 -4.9974 -0.2475 -0.045
C -1.9886 -3.7447 -0.0934 -0.087
C -3.2594 -0.1527 -0.0217 -0.519
C -4.1990 0.7331 0.5822 -0.071
C -5.2561 1.2359 -0.2274 -0.025
C -5.3341 0.9961 -1.5981 -0.031
C -4.4827 0.0359 -2.1190 -0.041
C -3.3957 -0.4705 -1.3663 -0.134
H -1.1708 2.7382 2.8522 0.078
H -0.8735 5.0420 3.9316 0.136
H 0.7355 6.5931 0.4808 0.140
H 0.3627 4.4547 -0.7692 0.085
H 4.5870 0.3684 -2.2769 0.129
H 4.2873 0.6184 -4.6905 0.134
H 2.1114 0.1454 -5.7419 0.130
H 0.2730 -0.7106 -4.4189 0.129
H 0.3908 -0.7285 -1.9457 0.056
H 4.3623 -2.2510 0.6767 0.025
H 6.2037 -2.2449 2.1932 0.135
H 7.1190 0.0462 3.0849 0.139
H 6.1779 2.0811 2.1143 0.134
H 4.2238 2.0543 0.5866 0.138
H -4.6152 -2.0405 1.4087 0.133
H -5.7143 -4.1850 0.9253 0.129
H -4.5118 -6.0640 -0.1539 0.118
H -2.0257 -5.8207 -0.5448 0.111
H -0.9287 -3.7137 -0.3932 0.043
H -4.0355 0.9778 1.6097 0.099
H -5.9443 1.8865 0.2699 0.114
H -6.1102 1.3651 -2.2853 0.138
H -4.6152 -0.3720 -3.1205 0.125
H -2.6065 -1.0879 -1.8722 0.124
Se -1.9082 -1.4376 3.2088 0.458
Te 1.8104 -2.7005 0.4658 0.868
Te 1.7280 -2.3787 3.4508 0.628
Se 1.4900 1.3490 2.3849 0.741
```

Output
HOMO level (alpha / beta)   -16.231 / -16.395 eV
DFT total energy   -205933.6264 eV
Total charge   +3
Frontier orbital gap (alpha / beta)   0.1693 / 0.1851 Eh
LUMO (alpha / beta)   -11.62 / -11.36 eV
Strongest force on any atom   0.1086 hartree/bohr

=====

(6)
This record from the OMol25 dataset describes 2 unconnected molecules or ions with the total composition C36H45ClF9N2O7S. The level of theory is ωB97M-V/def2-TZVPD.

Structure (XYZ):
```
101
Properties=species:S:1:pos:R:3:lowdin_charge:R:1
C -0.9053 -2.6677 1.5617 -0.084
C -1.0672 -2.6532 -0.0418 -0.264
O 0.1973 -2.6058 -0.7603 -0.200
C 0.8159 -1.2817 -0.6080 -0.152
C 1.1194 -0.5671 -2.0099 -0.140
O 2.5311 -0.4026 -2.3107 -0.173
C 3.0472 0.8623 -1.8367 -0.149
C 3.5325 0.6515 -0.3274 -0.017
C 4.8959 -0.0265 0.0383 -0.066
C 5.7974 -0.5268 -1.1840 -0.127
C 6.6707 0.7266 -1.7038 -0.126
C 6.4339 2.1949 -1.2674 -0.026
C 7.3541 3.3595 -1.7798 -0.064
C 8.5546 3.1092 -2.7607 -0.060
C 8.7534 1.6287 -3.2232 -0.033
C 7.8364 0.4614 -2.7140 -0.158
C 8.1572 -1.0182 -3.2822 -0.088
C 5.2851 -0.1432 1.5496 -0.079
C 6.7104 -0.8594 1.8437 -0.159
C 6.5839 -2.4487 2.0625 -0.154
C 5.3445 -3.1354 1.3102 -0.238
O 5.5696 -4.5864 1.3233 -0.118
C 4.3821 0.4000 2.7203 -0.409
Cl 4.9036 0.2672 4.4721 0.618
C 3.0268 1.0503 2.3683 -0.023
C 2.6704 1.1468 0.8535 0.023
C 1.2709 1.8884 0.9155 -0.324
O 0.6427 2.0225 -0.1616 0.048
N 0.9619 2.3520 2.2848 -0.022
S -0.7534 2.1119 2.5972 0.873
O -1.0625 1.9438 4.0557 -0.251
O -1.1274 0.8425 1.8901 -0.300
C -1.6057 3.6456 1.9673 -0.302
F -0.7140 4.3044 1.0871 0.075
F -1.7464 4.5175 3.1021 0.064
C -3.0853 3.4234 1.3933 -0.196
F -3.9186 4.5284 1.7643 0.103
F -3.6567 2.3029 2.0997 0.060
C -3.1765 3.0528 -0.1596 -0.180
F -2.4106 1.9230 -0.5310 0.098
F -4.5482 2.6842 -0.4026 0.059
C -2.8179 4.2344 -1.1870 -0.299
F -1.7041 3.8340 -1.9680 0.109
F -2.6869 5.5089 -0.6184 0.130
F -3.9071 4.3272 -2.1169 0.081
C 1.8871 1.7019 3.2569 -0.303
O 1.8685 1.6695 4.4987 0.106
H 0.2044 -2.5860 1.8666 0.092
H -1.5194 -1.7795 1.9704 0.063
H -1.3161 -3.6106 2.0610 0.073
H -1.7342 -1.7810 -0.4148 0.115
H -1.6060 -3.6239 -0.3576 0.118
H 1.7666 -1.4564 0.0224 0.136
H 0.1181 -0.6300 0.0251 0.102
H 0.6241 0.4557 -2.1435 0.119
H 0.6737 -1.2404 -2.8400 0.144
H 2.3489 1.7521 -1.9820 0.134
H 4.0028 1.0688 -2.4555 0.132
H 6.4292 -1.4108 -0.8417 0.102
H 5.0919 -0.8774 -2.0298 0.129
H 5.5914 2.4927 -0.5615 0.089
H 7.1900 4.4488 -1.4564 0.086
H 9.2268 3.9712 -3.1080 0.092
H 9.5927 1.4069 -3.9635 0.092
H 8.5962 -0.8709 -4.3255 0.077
H 7.1785 -1.6108 -3.3850 0.077
H 8.9263 -1.5636 -2.6367 0.086
H 7.4130 -0.6636 0.9480 0.114
H 7.1837 -0.3305 2.7506 0.107
H 7.5359 -2.9187 1.6193 0.123
H 6.5466 -2.7392 3.1738 0.124
H 4.3381 -2.9729 1.8423 0.129
H 5.2478 -2.8383 0.2117 0.108
H 5.5379 -4.9283 0.4031 0.090
C -7.5064 1.5466 0.0162 -0.091
C -6.8891 0.4431 0.8713 -0.203
C -6.1546 -0.6484 0.0970 -0.097
N -6.9689 -1.7916 -0.5193 -0.248
C -6.0995 -2.4012 -1.6104 0.023
C -7.3189 -2.8751 0.4994 -0.085
C -8.6401 -2.4406 1.1032 -0.144
C -9.3309 -1.6115 0.0228 -0.138
C -8.3222 -1.4258 -1.1013 -0.088
H -8.4963 1.2784 -0.3562 0.061
H -7.6361 2.4518 0.6138 0.090
H -6.8694 1.7989 -0.8356 0.074
H -7.6237 0.0474 1.5734 0.102
H -6.1312 0.9305 1.4949 0.114
H -5.4192 -1.1271 0.7510 0.136
H -5.5939 -0.1844 -0.7199 0.128
H -5.1631 -2.7291 -1.1591 0.112
H -5.9210 -1.6378 -2.3690 0.114
H -6.6234 -3.2503 -2.0519 0.108
H -7.4479 -3.8132 -0.0466 0.138
H -6.5101 -2.9857 1.2220 0.140
H -8.4757 -1.8459 2.0030 0.110
H -9.2430 -3.2978 1.4084 0.127
H -9.6622 -0.6524 0.4314 0.114
H -10.2292 -2.1137 -0.3458 0.126
H -8.2822 -0.4373 -1.5514 0.126
H -8.5414 -2.1460 -1.8953 0.136
```

Output
HOMO level   -10.004 eV
DFT total energy   -103169.1311 eV
Total charge   +1
Frontier orbital gap   0.2595 Eh
LUMO   -2.94 eV
Strongest force on any atom   0.1465 hartree/bohr